Version 1
This record from OMol25 describes a single CH2ClF2NS molecule. The level of theory is ωB97M-V/def2-TZVPD.

```
8
Properties=species:S:1:pos:R:3:lowdin_charge:R:1
C -0.4592 -0.2183 0.0718 -0.797
N -1.4013 0.1147 0.8975 -0.308
F -3.3602 0.8905 -0.9166 -0.353
F -3.8697 -1.2325 -0.0721 -0.356
S -3.1705 0.1406 0.5779 1.175
Cl -0.1275 -2.0330 0.0097 0.445
H 0.5673 0.0864 0.3086 0.064
H -0.6503 0.0396 -1.1247 0.130
```

Summary:
Charge: 0
HOMO energy (spin up / spin down), eV: -10.20 / -10.20
HOMO-LUMO gap (spin up / spin down), Ha: 0.3269 / 0.3269

Version 2
This record from OMol25 describes a single CH2ClF2NS molecule. The level of theory is ωB97M-V/def2-TZVPD.

```
8
Properties=species:S:1:pos:R:3:lowdin_charge:R:1
C 0.9669 0.2939 -0.6629 -0.584
N -0.1763 -0.5104 -0.6168 -0.395
F -0.9575 -1.0836 1.8912 -0.399
F -2.3374 0.3287 0.4624 -0.341
S -1.3407 -0.9493 0.1738 1.070
Cl 1.2621 1.0527 0.9870 0.513
H 0.8559 1.2054 -1.3007 0.092
H 1.7270 -0.3373 -0.9339 0.044
```

Summary:
Charge: 0
HOMO energy, eV: -10.95
HOMO-LUMO gap, Ha: 0.4075

Stability ranking, top and bottom: version 2 is the most stable and version 1 is the least stable.

Version 1
This record from OMol25 describes 2 unconnected molecules or ions with the total composition H3N3O2. The level of theory is ωB97M-V/def2-TZVPD.

```
8
Properties=species:S:1:pos:R:3:lowdin_charge:R:1
H 0.8764 -0.3537 0.4007 0.033
N 0.1250 0.2948 0.2265 -0.029
N -0.4345 0.7134 1.2325 0.014
H -1.1466 1.4384 1.1148 0.055
O 0.6584 -3.4514 -1.1557 0.062
N 0.4851 -2.3670 -0.8242 -0.147
O -0.1368 -1.6262 -1.8023 -0.004
H -0.2895 -0.7829 -1.3902 0.015
```

Summary:
Charge: 0
HOMO energy, eV: -9.72
HOMO-LUMO gap, Ha: 0.3651
SMILES string: [H]/N=N/[H].O=NO

Version 2
This record from OMol25 describes 2 unconnected molecules or ions with the total composition H3N3O2. The level of theory is ωB97M-V/def2-TZVPD.

```
8
Properties=species:S:1:pos:R:3:lowdin_charge:R:1
H -1.2871 -0.6810 0.1834 0.055
N -0.4089 -0.2232 0.0058 -0.013
N -0.6083 1.0197 0.0003 0.022
H 0.2821 1.5994 -0.0981 0.063
O 3.7748 0.4902 0.0464 0.058
N 2.6308 0.3296 -0.0408 -0.107
O 2.1550 -1.0244 -0.0360 -0.024
H 1.2742 -0.9378 0.1872 -0.055
```

Summary:
Charge: 0
HOMO energy, eV: -10.10
HOMO-LUMO gap, Ha: 0.3686
SMILES string: [H]/N=N/[H].O=NO

Version 3
This record from OMol25 describes a single H3N3O2 molecule. The level of theory is ωB97M-V/def2-TZVPD.

```
8
Properties=species:S:1:pos:R:3:lowdin_charge:R:1
N -1.2412 0.2371 0.0972 0.033
N -0.1987 -0.6038 0.1484 -0.061
N 1.0009 -0.0774 -0.0095 -0.413
O 0.9885 1.2217 -0.0394 -0.019
O 1.9661 -0.8215 -0.1090 0.055
H -1.0743 1.1260 0.6883 0.144
H -1.2417 0.5645 -0.8236 0.064
H -0.1996 -1.6466 0.0475 0.197
```

Summary:
Charge: 0
HOMO energy, eV: -10.65
HOMO-LUMO gap, Ha: 0.4107
SMILES string: NN[N+](=O)[O-]

Version 4
This record from OMol25 describes a molecular structure, H3N3O2. The level of theory is ωB97M-V/def2-TZVPD.

```
8
Properties=species:S:1:pos:R:3:lowdin_charge:R:1
N -0.9152 -1.4507 1.0658 0.191
N -1.1067 0.1991 -0.4809 0.134
N -0.5962 -0.5783 0.4225 -0.347
O 1.1082 -0.3320 0.5514 -0.242
O 1.6972 0.8230 0.1478 -0.128
H -0.4140 0.7374 -0.9737 0.108
H -2.1034 0.2783 -0.2346 0.144
H 2.3301 0.3233 -0.4982 0.140
```

Summary:
Charge: 0
HOMO energy (spin up / spin down), eV: -8.87 / -8.87
HOMO-LUMO gap (spin up / spin down), Ha: 0.3479 / 0.3479

Stability ranking, top and bottom: version 1 is the most stable and version 4 is the least stable.

Version 1
This record from OMol25 describes a molecular structure, C3H3I3O. The level of theory is ωB97M-V/def2-TZVPD.

```
10
Properties=species:S:1:pos:R:3:lowdin_charge:R:1
C -0.0402 0.9161 -0.6645 -0.544
C 0.8304 -0.1106 -0.0102 -0.385
C 0.3883 -1.3734 0.1049 -1.315
O -1.1585 1.3685 2.1299 -0.957
I -1.3679 -2.1132 -0.8201 0.790
I 1.5904 -2.7922 0.9476 0.848
I -1.8248 1.3704 0.4494 1.394
H 0.2964 1.9270 -0.8107 0.025
H -0.5301 0.7255 -1.6944 0.062
H 1.8159 0.0819 0.3681 0.083
```

Summary:
Charge: 0
HOMO energy, eV: -8.44
HOMO-LUMO gap, Ha: 0.2953

Version 2
This record from OMol25 describes a molecular structure, C3H3I3O. The level of theory is ωB97M-V/def2-TZVPD.

```
10
Properties=species:S:1:pos:R:3:lowdin_charge:R:1
C 0.8498 -1.0230 0.3543 -0.552
C 1.3114 0.1667 0.8080 -0.575
C -1.5557 0.3956 -0.7676 -1.300
O 0.0258 -1.7428 0.9269 -0.241
I 2.6588 1.4080 -0.1729 0.838
I -2.2903 -1.3798 -0.2246 1.097
I -1.9501 2.3130 -0.1402 0.757
H 1.0695 -1.2171 -0.7614 0.122
H 1.0052 0.5641 1.6528 -0.021
H -1.1245 0.5152 -1.6754 -0.125
```

Summary:
Charge: 0
HOMO energy (spin up / spin down), eV: -7.96 / -8.81
HOMO-LUMO gap (spin up / spin down), Ha: 0.2191 / 0.2879

Stability ranking, top and bottom: version 1 is the most stable and version 2 is the least stable.

Version 1
This record from OMol25 describes a single C8H9NO molecule. The level of theory is ωB97M-V/def2-TZVPD.

```
19
Properties=species:S:1:pos:R:3:lowdin_charge:R:1
O -1.7806 2.0334 -0.0968 0.025
C -1.3071 0.7613 -0.1016 -0.244
C -2.2594 -0.3324 -0.0796 -0.026
C -1.9679 -1.6772 -0.0553 0.039
C -0.4339 -1.9692 -0.1054 0.087
C 0.3793 -0.8341 -0.0698 -0.257
C -0.0044 0.3967 -0.1915 -0.203
C 1.2037 1.2981 -0.2197 -0.143
C 2.3464 0.3459 0.1596 -0.296
N 1.8282 -0.9154 -0.2596 -0.016
H -2.6279 2.3720 0.4034 0.183
H -3.0869 0.0190 0.2075 0.028
H -2.7587 -2.2163 0.1150 0.036
H -0.2561 -2.8156 -0.1517 -0.044
H 1.5049 1.9068 -1.3279 0.173
H 1.0015 2.3234 0.4279 0.155
H 3.5938 0.6792 -0.0528 0.180
H 2.3488 0.5916 1.2483 0.093
H 2.2764 -1.9673 0.1500 0.230
```

Summary:
Charge: 0
HOMO energy, eV: -7.90
HOMO-LUMO gap, Ha: 0.3121
SMILES string: Oc1cccc2c1CCN2

Version 2
This record from OMol25 describes 2 unconnected molecules or ions with the total composition C8H9NO. The level of theory is ωB97M-V/def2-TZVPD.

```
19
Properties=species:S:1:pos:R:3:lowdin_charge:R:1
C -1.4453 0.1066 -0.7096 -0.117
C -0.5701 1.1376 -1.1346 -0.116
C 0.5575 1.4215 -0.4094 -0.035
C 0.8503 0.6536 0.7386 -0.203
N 1.8982 0.6415 1.6298 0.065
C 1.7260 -0.4482 2.5470 -0.086
C 0.4942 -0.9467 2.4017 -0.059
C -0.0092 -0.3834 1.2101 -0.206
C -1.2027 -0.6119 0.4760 -0.018
H -2.3486 -0.0116 -1.3226 0.095
H -0.7029 1.7540 -2.0335 0.111
H 1.2550 2.1406 -0.8588 0.110
H 2.7326 1.2332 1.6229 0.154
H 2.4977 -0.7250 3.2654 0.112
H -0.0470 -1.7549 2.8936 0.116
H -1.7966 -1.4639 0.8325 0.111
O -0.9344 -0.7491 -3.7676 -0.086
H -1.5040 -0.7137 -2.9660 0.002
H -1.4507 -1.2802 -4.4155 0.050
```

Summary:
Charge: 0
HOMO energy, eV: -8.21
HOMO-LUMO gap, Ha: 0.3369
SMILES string: c1ccc2[nH]ccc2c1.O

Version 3
This record from OMol25 describes 2 unconnected molecules or ions with the total composition C8H9NO. The level of theory is ωB97M-V/def2-TZVPD.

```
19
Properties=species:S:1:pos:R:3:lowdin_charge:R:1
C 0.7575 2.3600 0.5179 0.141
C 0.9132 1.4561 -0.2753 -0.040
C 1.4389 0.3905 -1.2275 -0.500
C 0.3934 0.0306 -2.2032 -0.017
O 2.5718 0.0405 -1.2108 0.109
H 0.5355 2.9207 1.3570 0.032
H -0.2812 -0.7374 -1.8592 0.088
H 0.7230 -0.3522 -3.1890 0.108
H -0.2308 0.8548 -2.3606 0.067
N 1.7545 -2.7751 0.0599 0.158
C 1.0636 -1.8408 0.4218 -0.168
C 0.1963 -0.9792 0.8047 -0.240
C -1.0825 -0.3323 0.9615 -0.139
C -0.1262 -0.1859 2.0543 -0.073
H 2.6334 -2.5846 -0.4999 0.102
H -1.8834 -0.9161 1.3380 0.102
H -1.3181 0.3576 0.2336 0.075
H 0.3804 0.7694 2.0082 0.058
H -0.4973 -0.7318 2.9812 0.139
```

Summary:
Charge: 0
HOMO energy, eV: -8.70
HOMO-LUMO gap, Ha: 0.3360
SMILES string: C#CC(C)=O.N=C=C1CC1

Stability ranking, top and bottom: version 2 is the most stable and version 1 is the least stable.

Version 1
This record from OMol25 describes a single CH3N3O2S molecule. The level of theory is ωB97M-V/def2-TZVPD.

```
10
Properties=species:S:1:pos:R:3:lowdin_charge:R:1
C -0.4131 -0.3596 0.6587 -0.393
N 1.8539 -0.8302 0.0802 0.185
N 0.8097 -0.4060 -0.1240 -0.369
N 0.1826 -2.4896 1.9166 -0.452
O 0.2846 -3.5927 2.3792 -0.082
O 0.4196 0.2736 -1.4406 -0.085
S -1.0661 -2.0510 0.9121 0.948
H -0.1965 0.0880 1.6293 0.096
H -1.1759 0.1971 0.1144 0.081
H 1.1914 0.2867 -2.0215 0.071
```

Summary:
Charge: 0
HOMO energy (spin up / spin down), eV: -9.17 / -9.17
HOMO-LUMO gap (spin up / spin down), Ha: 0.3209 / 0.3209

Version 2
This record from OMol25 describes a single CH3N3O2S molecule. The level of theory is ωB97M-V/def2-TZVPD.

```
10
Properties=species:S:1:pos:R:3:lowdin_charge:R:1
C -0.7044 -0.9931 0.2492 -0.378
N 0.2393 1.0433 0.0083 0.033
N -0.9642 0.3899 -0.1698 -0.353
N 1.4582 0.3442 -0.1813 -0.507
O -1.8480 0.7708 -0.9340 0.005
O 2.3982 0.5994 0.5143 -0.037
S 0.8867 -1.3829 -0.5894 0.900
H -0.4760 -0.8776 1.3552 0.110
H -1.3108 -1.8767 0.0116 0.088
H 0.3209 1.9826 -0.2641 0.139
```

Summary:
Charge: 0
HOMO energy (spin up / spin down), eV: -8.49 / -8.59
HOMO-LUMO gap (spin up / spin down), Ha: 0.3028 / 0.3002

Version 3
This record from OMol25 describes a single CH3N3O2S molecule. The level of theory is ωB97M-V/def2-TZVPD.

```
10
Properties=species:S:1:pos:R:3:lowdin_charge:R:1
H -2.6332 1.0092 0.5822 0.092
N -1.6734 0.9475 0.3349 0.175
N -1.0793 0.2440 -0.4222 -0.487
O -1.5000 -0.6543 -1.1328 -0.045
C 0.3771 0.4264 -0.4945 -0.338
S 1.1801 -1.1940 -0.5622 1.026
N 1.6780 -0.9815 0.9588 -0.497
O 2.3453 -1.7587 1.5878 -0.083
H 0.6218 1.0679 -1.2818 0.078
H 0.6835 0.8934 0.4298 0.079
```

Summary:
Charge: 0
HOMO energy, eV: -9.18
HOMO-LUMO gap, Ha: 0.3301
SMILES string: [H]/N=[N+](\[O-])CSN=O

Version 4
This record from OMol25 describes a single CH3N3O2S molecule. The level of theory is ωB97M-V/def2-TZVPD.

```
10
Properties=species:S:1:pos:R:3:lowdin_charge:R:1
C -1.1005 -0.1730 -1.6476 -0.344
N -1.3092 -1.1255 -2.3702 0.149
N -1.2486 0.8442 -1.0525 0.016
N 0.3111 -0.8376 1.0061 -0.266
O 0.1754 1.4820 2.1908 -0.303
O -0.7603 1.3550 0.1114 -0.350
S -0.6223 0.2615 1.4461 0.936
H -0.6504 -1.4586 -3.0923 0.083
H -0.4037 1.8425 2.9130 0.085
H 1.2729 -0.7309 0.8844 -0.007
```

Summary:
Charge: 0
HOMO energy, eV: -9.54
HOMO-LUMO gap, Ha: 0.3607

Stability ranking, top and bottom: version 4 is the most stable and version 2 is the least stable.

Version 1
This record from OMol25 describes a molecular structure, C5H12NP. The level of theory is ωB97M-V/def2-TZVPD.

```
19
Properties=species:S:1:pos:R:3:lowdin_charge:R:1
C 0.5268 -0.8802 0.8880 -0.524
C -0.0333 -1.8052 1.9974 -0.053
C 2.0020 -0.5887 0.9720 -0.080
C -1.6380 2.0727 -0.5458 -0.375
C -0.2894 0.4006 -2.4410 -0.374
N -0.3552 -0.1391 0.4309 -0.004
P 0.0991 1.5147 -0.9892 0.886
H 0.3792 -1.5516 2.9113 0.046
H 0.4294 -2.7716 1.8526 0.066
H -1.0917 -1.9469 2.0007 0.065
H 2.1548 0.4563 1.3437 0.089
H 2.3702 -0.6798 -0.0889 0.083
H 2.6211 -1.2854 1.5263 0.063
H -2.3250 2.4259 -1.3606 0.043
H -1.4951 3.0295 -0.0251 0.011
H -2.0909 1.1985 -0.1517 -0.013
H -1.4600 0.2241 -2.5672 0.078
H 0.1566 -0.4962 -2.3009 -0.051
H 0.0395 0.8225 -3.4525 0.044
```

Summary:
Charge: 0
HOMO energy, eV: -8.10
HOMO-LUMO gap, Ha: 0.3296

Version 2
This record from OMol25 describes a single C5H12NP molecule. The level of theory is ωB97M-V/def2-TZVPD.

```
19
Properties=species:S:1:pos:R:3:lowdin_charge:R:1
C 0.7452 -0.4906 -0.4651 -0.518
C -0.1893 -0.2060 0.6740 -0.268
C 0.1489 -1.5300 -1.3797 -0.071
C 0.3286 0.2819 1.9689 -0.074
C -1.6434 -0.2658 0.5613 -0.066
N 0.4471 0.8184 -0.9914 -0.296
P 1.3413 2.2220 -0.7105 0.706
H 1.7033 -0.6439 -0.1145 0.103
H 0.8490 -1.7016 -2.1725 0.060
H -0.8147 -1.0331 -1.8263 0.097
H -0.2131 -2.5033 -0.9488 0.093
H 0.3046 -0.6063 2.7048 0.122
H -0.3030 1.0705 2.5904 0.129
H 1.2987 0.6082 1.8986 0.021
H -1.9242 -1.1211 1.0524 0.063
H -2.0031 -0.1382 -0.5542 0.129
H -2.0769 0.5632 1.0885 0.075
H 0.3366 3.0512 -0.5183 -0.173
H 1.4057 2.5674 -2.0380 -0.133
```

Summary:
Charge: 0
HOMO energy (spin up / spin down), eV: -7.86 / -7.86
HOMO-LUMO gap (spin up / spin down), Ha: 0.3079 / 0.3079

Stability ranking, top and bottom: version 1 is the most stable and version 2 is the least stable.